Record 1
Computed, not measured: C27H25BF4N3PPbS2 as an isolated structure, with ωB97M-V with the def2-TZVPD basis set.

Cartesian coordinates (Å):
Pb (0.54, -0.82, -0.29)
S (1.36, -3.17, 1.13)
C (-0.06, -2.63, 1.94)
N (-0.60, -1.45, 1.70)
C (-1.72, -1.20, 2.47)
C (-2.48, -0.03, 2.42)
C (-3.57, 0.07, 3.26)
C (-3.90, -0.97, 4.14)
C (-3.14, -2.12, 4.19)
C (-2.04, -2.23, 3.35)
S (-0.90, -3.53, 3.17)
H (-2.21, 0.77, 1.73)
H (-4.17, 0.97, 3.24)
H (-4.76, -0.86, 4.79)
H (-3.40, -2.92, 4.88)
F (-0.82, 2.25, -1.93)
B (-1.44, 2.26, -0.68)
F (-1.47, 3.53, -0.12)
F (-2.71, 1.70, -0.75)
F (-0.64, 1.41, 0.20)
N (-2.12, -1.10, -1.42)
C (-2.58, -2.36, -0.98)
C (-3.48, -2.45, 0.08)
C (-3.84, -3.69, 0.58)
C (-3.32, -4.85, 0.03)
C (-2.44, -4.76, -1.03)
C (-2.06, -3.52, -1.53)
H (-2.65, -0.29, -1.12)
H (-1.96, -1.05, -2.42)
H (-3.89, -1.55, 0.52)
H (-4.53, -3.74, 1.41)
H (-3.60, -5.82, 0.43)
H (-2.03, -5.66, -1.47)
H (-1.36, -3.46, -2.36)
C (3.48, 0.36, 2.33)
P (1.95, 0.97, 1.54)
C (0.92, 1.38, 2.98)
C (0.21, 2.56, 3.18)
C (-0.61, 2.72, 4.29)
C (-0.75, 1.69, 5.21)
C (-0.06, 0.50, 5.02)
C (0.75, 0.35, 3.91)
C (2.48, 2.44, 0.60)
C (1.61, 3.47, 0.26)
C (2.04, 4.49, -0.58)
C (3.33, 4.50, -1.09)
C (4.19, 3.45, -0.78)
C (3.76, 2.43, 0.05)
H (3.95, 1.15, 2.92)
H (4.18, 0.00, 1.58)
H (3.24, -0.49, 2.96)
H (0.29, 3.39, 2.49)
H (-1.15, 3.65, 4.42)
H (-1.40, 1.81, 6.07)
H (-0.18, -0.32, 5.71)
H (1.25, -0.61, 3.77)
H (0.58, 3.48, 0.57)
H (1.34, 5.28, -0.84)
H (3.65, 5.30, -1.74)
H (5.19, 3.43, -1.18)
H (4.45, 1.62, 0.26)
N (1.68, 1.62, -2.99)
C (2.20, 0.68, -2.54)
H (1.03, 2.38, -3.09)

Summary:
**ΔE to the lowest compared entry with this formula, charge and spin**: 0.00 kJ/mol


Record 2
Computed, not measured: C4H10O2 as an isolated structure in a non-equilibrium geometry, with ωB97M-V with the def2-TZVPD basis set.

Cartesian coordinates (Å):
C (1.97, -0.52, -0.12)
C (0.65, 0.14, 0.29)
O (0.85, 1.31, 1.10)
C (-0.47, 0.40, -0.74)
C (-1.89, -0.71, -0.09)
O (-0.87, 1.70, -0.78)
H (2.70, 0.13, -0.63)
H (1.76, -1.36, -0.78)
H (2.48, -0.93, 0.77)
H (-0.19, -0.52, 0.62)
H (0.63, 1.07, 2.01)
H (-0.29, -0.02, -1.72)
H (-1.77, -1.74, 0.36)
H (-2.54, -0.19, 0.65)
H (-2.48, -0.88, -0.98)
H (-0.52, 2.11, 0.04)

Summary:
**ΔE to the lowest compared entry with this formula, charge and spin**: 320.55 kJ/mol


Record 3
Computed, not measured: C29H38NO2P2PdSi as an isolated structure in a non-equilibrium geometry, with ωB97M-V with the def2-TZVPD basis set.

Cartesian coordinates (Å):
Pd (-0.21, -0.09, 0.30)
P (2.07, -0.60, 0.10)
C (2.22, -1.09, -1.58)
C (1.03, -1.34, -2.29)
N (-0.19, -0.98, -1.73)
C (-1.36, -1.41, -2.19)
C (-1.38, -2.27, -3.28)
C (-0.22, -2.54, -3.99)
C (0.96, -2.01, -3.54)
C (-2.63, -0.95, -1.48)
P (-2.22, 0.66, -0.66)
H (1.89, -2.15, -4.06)
H (-2.33, -2.65, -3.59)
H (-0.23, -3.20, -4.85)
H (-3.45, -0.82, -2.19)
H (-2.93, -1.66, -0.69)
H (2.57, 1.39, -2.37)
H (3.13, -0.93, -2.22)
H (1.02, 3.03, -1.27)
O (2.95, 2.27, -2.60)
H (2.50, 2.44, -3.48)
H (0.12, 1.62, -0.05)
O (0.21, 3.23, -0.82)
H (0.72, 3.61, 0.00)
C (-2.14, 1.80, -2.07)
H (-3.06, 1.68, -2.65)
H (-2.12, 2.84, -1.72)
H (-1.29, 1.58, -2.73)
C (-3.68, 1.14, 0.28)
H (-3.44, 2.04, 0.86)
H (-4.50, 1.36, -0.42)
H (-3.97, 0.33, 0.96)
C (2.35, -2.29, 0.70)
H (3.38, -2.52, 0.41)
H (2.20, -2.41, 1.77)
H (1.69, -2.95, 0.14)
C (3.39, 0.49, 0.66)
H (3.21, 0.78, 1.70)
H (4.32, -0.08, 0.61)
H (3.48, 1.39, 0.04)
C (-1.34, 5.10, 2.80)
C (-0.13, 4.56, 2.35)
C (0.03, 3.17, 2.32)
C (-1.03, 2.31, 2.67)
C (-2.22, 2.86, 3.15)
C (-2.38, 4.26, 3.20)
Si (-0.69, 0.45, 2.52)
C (0.48, 0.15, 3.98)
C (1.75, -0.41, 3.81)
C (2.59, -0.61, 4.92)
C (2.15, -0.27, 6.20)
C (0.88, 0.27, 6.39)
C (0.05, 0.49, 5.28)
C (-2.03, -0.85, 2.85)
C (-1.68, -2.18, 2.61)
C (-2.56, -3.23, 2.89)
C (-3.82, -2.96, 3.43)
C (-4.18, -1.63, 3.69)
C (-3.30, -0.58, 3.40)
H (-1.46, 6.19, 2.85)
H (0.70, 5.22, 2.09)
H (1.02, 2.75, 2.13)
H (-3.04, 2.22, 3.49)
H (-3.31, 4.68, 3.57)
H (2.09, -0.68, 2.81)
H (3.58, -1.04, 4.77)
H (2.81, -0.44, 7.06)
H (0.54, 0.54, 7.39)
H (-0.93, 0.92, 5.43)
H (-0.69, -2.41, 2.19)
H (-2.25, -4.26, 2.69)
H (-4.50, -3.78, 3.66)
H (-5.16, -1.41, 4.11)
H (-3.60, 0.44, 3.64)

Summary:
**DFT total energy**: -2432.048545 Ha
**Spin multiplicity**: 5
**Net charge**: +3


Record 4
Computed, not measured: C32H50I2N8O4PSeV as an isolated structure, with ωB97M-V with the def2-TZVPD basis set.

Cartesian coordinates (Å):
V (-1.02, 0.35, -1.11)
I (1.06, 3.35, 0.26)
C (-0.05, 2.27, 1.69)
I (0.14, 0.14, 1.38)
H (-1.09, 2.53, 1.61)
H (0.37, 2.45, 2.67)
N (-1.26, -3.08, -1.19)
C (-0.15, -2.63, -1.78)
N (0.76, -3.49, -2.19)
C (1.86, -2.97, -2.75)
N (2.88, -3.77, -3.02)
N (1.98, -1.66, -3.12)
C (1.01, -0.90, -2.72)
N (-0.03, -1.29, -1.95)
C (0.95, 0.50, -3.19)
C (1.84, 1.01, -4.11)
C (1.63, 2.30, -4.58)
C (0.56, 3.04, -4.12)
C (-0.29, 2.48, -3.18)
N (-0.10, 1.23, -2.74)
H (-1.38, -4.08, -1.11)
H (-2.06, -2.47, -1.08)
H (2.83, -4.74, -2.77)
H (3.70, -3.39, -3.47)
H (2.66, 0.40, -4.44)
H (2.31, 2.72, -5.31)
H (0.37, 4.05, -4.48)
H (-1.12, 3.02, -2.75)
C (2.53, -6.96, 3.11)
C (2.36, -7.52, 1.69)
C (2.08, -6.46, 0.63)
C (0.64, -5.95, 0.54)
N (0.13, -5.35, 1.77)
C (0.41, -4.11, 2.22)
Se (1.49, -2.87, 1.35)
N (-0.18, -3.96, 3.42)
C (-0.02, -2.83, 4.33)
C (0.87, -3.17, 5.53)
C (2.26, -3.66, 5.13)
C (3.15, -3.92, 6.34)
C (-0.90, -5.12, 3.73)
C (-1.68, -5.45, 4.83)
C (-2.25, -6.71, 4.83)
C (-2.04, -7.61, 3.78)
C (-1.26, -7.27, 2.69)
C (-0.70, -6.00, 2.68)
H (3.00, -7.70, 3.76)
H (1.58, -6.70, 3.58)
H (3.16, -6.07, 3.10)
H (1.59, -8.29, 1.67)
H (3.29, -8.02, 1.41)
H (2.30, -6.87, -0.36)
H (2.75, -5.60, 0.77)
H (-0.03, -6.77, 0.29)
H (0.57, -5.20, -0.25)
H (-1.01, -2.51, 4.65)
H (0.44, -2.03, 3.75)
H (0.39, -3.92, 6.16)
H (0.96, -2.27, 6.14)
H (2.72, -2.92, 4.47)
H (2.17, -4.58, 4.54)
H (3.29, -3.01, 6.92)
H (4.13, -4.28, 6.04)
H (2.70, -4.67, 7.00)
H (-1.83, -4.77, 5.66)
H (-2.86, -7.02, 5.67)
H (-2.49, -8.59, 3.83)
H (-1.09, -7.98, 1.89)
C (-5.35, 0.62, 2.79)
C (-4.75, -0.10, 1.60)
C (-5.80, -0.52, 0.60)
C (-3.85, -1.25, 2.02)
O (-3.83, 0.92, 0.99)
P (-3.40, 1.12, -0.48)
O (-2.81, -0.22, -1.08)
O (-2.15, 1.98, -0.52)
O (-4.57, 1.56, -1.38)
C (-5.19, 2.92, -1.54)
C (-6.50, 2.63, -2.23)
C (-5.39, 3.52, -0.16)
C (-4.25, 3.74, -2.40)
H (-5.99, -0.07, 3.34)
H (-5.95, 1.47, 2.48)
H (-4.56, 0.97, 3.47)
H (-6.45, -1.26, 1.06)
H (-5.35, -0.98, -0.29)
H (-6.42, 0.33, 0.29)
H (-4.45, -2.01, 2.51)
H (-3.08, -0.91, 2.70)
H (-3.38, -1.70, 1.14)
H (-7.12, 1.96, -1.63)
H (-6.33, 2.18, -3.21)
H (-7.05, 3.56, -2.37)
H (-6.05, 2.90, 0.45)
H (-5.85, 4.50, -0.26)
H (-4.43, 3.66, 0.35)
H (-4.05, 3.22, -3.33)
H (-3.32, 3.94, -1.87)
H (-4.72, 4.69, -2.63)

Summary:
**ΔE to the lowest compared entry with this formula, charge and spin**: 107.33 kJ/mol
**Spin multiplicity**: 3
**Net charge**: +2


Record 5
Computed, not measured: C4H5NO2 as an isolated structure in a non-equilibrium geometry, with ωB97M-V with the def2-TZVPD basis set.

Cartesian coordinates (Å):
O (-0.11, -0.06, 2.56)
C (-0.70, 0.68, 1.81)
C (-0.75, 0.51, 0.30)
O (-0.99, 1.49, -0.36)
N (0.89, -0.20, -0.40)
C (1.25, 0.00, -1.59)
C (-0.26, -0.99, -0.11)
H (-1.27, 1.56, 2.15)
H (1.14, -0.76, -2.36)
H (1.63, 0.98, -1.87)
H (-0.61, -1.64, -0.94)
H (-0.22, -1.56, 0.82)

Summary:
**ΔE to the lowest compared entry with this formula, charge and spin**: 342.31 kJ/mol


Record 6
Computed, not measured: one molecule with the formula C7H17N in a non-equilibrium geometry, with ωB97M-V with the def2-TZVPD basis set.

Cartesian coordinates (Å):
C (2.39, 0.51, -3.00)
C (1.49, 1.37, -2.13)
C (0.99, 0.49, -1.01)
C (-0.49, 0.82, -0.65)
N (-0.93, 0.32, 0.68)
C (-0.20, -0.65, 1.37)
C (-1.14, -1.70, 2.03)
C (-2.34, -1.01, 2.85)
H (1.70, -0.26, -3.46)
H (2.79, 1.17, -3.89)
H (3.26, -0.08, -2.55)
H (1.97, 2.32, -1.80)
H (0.75, 1.83, -2.68)
H (0.96, -0.60, -1.36)
H (1.63, 0.59, -0.16)
H (-0.67, 2.12, -0.62)
H (-1.30, 0.49, -1.25)
H (-1.27, 0.97, 1.34)
H (0.59, -1.27, 0.76)
H (0.43, -0.24, 2.10)
H (-1.78, -2.34, 1.41)
H (-0.68, -2.13, 2.95)
H (-2.92, -1.66, 3.52)
H (-2.04, -0.22, 3.46)
H (-3.21, -0.83, 2.08)

Summary:
**SMILES string**: CCCCNCCC
**ΔE to the lowest compared entry with this formula, charge and spin**: 310.05 kJ/mol


Record 7
Computed, not measured: a 2-piece molecular cluster, C12H22BrNO3P overall in a non-equilibrium geometry, with ωB97M-V with the def2-TZVPD basis set.

Cartesian coordinates (Å):
C (1.07, 0.45, 4.98)
C (1.44, 0.85, 3.91)
P (1.69, 1.23, 2.22)
C (0.51, 2.43, 1.59)
C (-1.00, 2.00, 1.54)
C (-1.30, 0.52, 1.80)
Br (-2.02, 3.15, 2.72)
N (1.79, -0.20, 1.35)
C (1.56, -0.08, -0.12)
C (2.82, 0.30, -0.93)
C (2.92, 1.80, -1.31)
H (0.99, -0.03, 5.93)
H (2.95, 1.86, 2.19)
H (0.84, 2.69, 0.58)
H (0.59, 3.36, 2.17)
H (-1.34, 2.22, 0.53)
H (-2.38, 0.43, 1.91)
H (-0.86, 0.13, 2.71)
H (-1.04, -0.11, 0.94)
H (2.75, -0.51, 1.46)
H (0.73, 0.57, -0.38)
H (1.28, -1.08, -0.47)
H (3.73, -0.05, -0.43)
H (2.75, -0.25, -1.86)
H (3.33, 1.87, -2.31)
H (1.94, 2.29, -1.32)
H (3.62, 2.32, -0.65)
C (-3.73, -2.72, -1.60)
C (-2.50, -2.55, -2.46)
C (-1.22, -2.34, -1.70)
O (-0.43, -1.58, -2.62)
C (-1.30, -0.89, -3.42)
O (-0.99, -0.02, -4.15)
O (-2.57, -1.34, -3.23)
H (-4.63, -2.75, -2.22)
H (-3.67, -3.65, -1.03)
H (-3.84, -1.89, -0.91)
H (-2.41, -3.39, -3.16)
H (-0.71, -3.27, -1.45)
H (-1.36, -1.75, -0.79)

Summary:
**ΔE to the lowest compared entry with this formula, charge and spin**: 0.00 kJ/mol
**Net charge**: +1


Record 8
Computed, not measured: C40H32BrKN5O4S as an isolated structure in a non-equilibrium geometry, with ωB97M-V with the def2-TZVPD basis set.

Cartesian coordinates (Å):
K (0.03, 0.25, 0.77)
C (0.45, -2.01, -2.13)
O (0.71, -2.02, -0.73)
C (1.63, -2.93, -0.27)
C (1.95, -4.10, -0.95)
C (2.88, -4.98, -0.42)
C (3.49, -4.70, 0.79)
C (3.17, -3.54, 1.47)
C (2.24, -2.63, 0.96)
N (1.92, -1.41, 1.54)
N (2.12, -1.35, 2.80)
C (1.92, -0.20, 3.47)
C (1.65, 1.09, 2.85)
O (1.75, 1.31, 1.63)
C (1.27, 2.16, 3.75)
C (1.28, 2.03, 5.09)
C (1.70, 0.82, 5.72)
C (1.80, 0.72, 7.12)
C (2.20, -0.45, 7.72)
C (2.51, -1.56, 6.93)
C (2.41, -1.49, 5.56)
C (2.01, -0.30, 4.91)
H (-0.21, -2.83, -2.43)
H (1.38, -2.07, -2.70)
H (-0.04, -1.07, -2.34)
H (1.47, -4.33, -1.89)
H (3.12, -5.89, -0.96)
H (4.22, -5.39, 1.20)
H (3.65, -3.29, 2.41)
H (0.97, 3.09, 3.28)
H (0.97, 2.86, 5.72)
H (1.56, 1.59, 7.72)
H (2.27, -0.52, 8.80)
H (2.82, -2.49, 7.39)
H (2.64, -2.34, 4.94)
O (-5.00, -1.53, 3.24)
C (-3.84, -2.12, 3.67)
C (-3.87, -3.06, 4.70)
C (-2.70, -3.68, 5.12)
C (-1.50, -3.35, 4.52)
C (-1.47, -2.40, 3.51)
C (-2.63, -1.78, 3.07)
C (-2.54, -0.68, 2.01)
O (-1.60, 0.21, 2.23)
N (-2.21, -1.39, 0.67)
N (-2.44, -0.77, -0.48)
C (-3.58, -0.19, -0.68)
C (-3.86, 0.51, -1.90)
Br (-2.42, 0.58, -3.17)
C (-4.99, 1.11, -2.30)
C (-6.24, 1.30, -1.57)
C (-7.42, 1.44, -2.31)
C (-8.65, 1.62, -1.70)
C (-8.73, 1.67, -0.31)
C (-7.57, 1.56, 0.44)
C (-6.34, 1.39, -0.18)
H (-5.73, -1.87, 3.76)
H (-4.82, -3.31, 5.17)
H (-2.74, -4.41, 5.92)
H (-0.58, -3.83, 4.83)
H (-0.53, -2.10, 3.07)
H (-3.55, -0.26, 1.87)
H (-1.24, -1.68, 0.71)
H (-4.37, -0.26, 0.05)
H (-5.00, 1.49, -3.32)
H (-7.37, 1.40, -3.40)
H (-9.54, 1.72, -2.30)
H (-9.69, 1.81, 0.17)
H (-7.62, 1.62, 1.52)
H (-5.45, 1.36, 0.44)
S (4.09, 1.23, -0.34)
C (2.74, 0.35, -0.95)
N (1.82, 1.02, -1.54)
C (2.12, 2.37, -1.53)
C (1.34, 3.39, -2.08)
C (1.80, 4.69, -1.99)
C (3.01, 5.00, -1.37)
C (3.79, 4.00, -0.81)
C (3.34, 2.69, -0.90)
H (2.72, -0.72, -0.85)
H (0.40, 3.14, -2.55)
H (1.20, 5.49, -2.42)
H (3.34, 6.03, -1.31)
H (4.73, 4.23, -0.32)

Summary:
**ΔE to the lowest compared entry with this formula, charge and spin**: 245.42 kJ/mol
**Net charge**: -1